1.
DFT (the ωB97M-V functional and the def2-TZVPD basis) results for a molecular structure, C42H43Br3IMoN4O3P.

Cartesian coordinates (Å):
Mo1 -0.4189 0.1745 -0.0440
C1 -1.7214 -1.2300 4.1991
C2 -1.3381 0.2107 4.0690
N1 -1.6201 1.0247 5.0719
C3 -1.2793 2.3143 5.0209
C4 -0.5776 2.8862 3.9735
C5 -0.1506 4.3388 4.0096
O1 -0.7704 5.0671 5.0343
C6 -0.2938 2.0501 2.8790
C7 0.5987 2.4800 1.8206
N2 0.8659 1.8698 0.7055
C8 2.0507 2.4163 0.0676
C9 1.9488 3.0525 -1.1608
C10 3.0673 3.6017 -1.7647
C11 4.3005 3.5179 -1.1390
C12 4.4086 2.9082 0.1005
C13 3.2888 2.3637 0.7171
I1 3.5628 1.5004 2.6020
C14 -0.7117 0.7195 2.9219
O2 -0.5303 -0.0490 1.8432
H1 -2.7860 -1.3659 4.0015
H2 -1.5373 -1.5575 5.2200
H3 -1.1540 -1.8580 3.5154
H4 -1.5801 2.9162 5.8665
H5 -0.4372 4.8246 3.0722
H6 0.9431 4.4004 4.0815
H7 -0.2495 5.0140 5.8421
H8 1.1683 3.3831 2.0269
H9 0.9868 3.1415 -1.6376
H10 2.9697 4.0981 -2.7193
H11 5.1794 3.9403 -1.6040
H12 5.3666 2.8622 0.5977
Br1 0.1667 2.3416 -4.5485
C15 -1.0769 2.7955 -3.2261
C16 -1.9714 3.8729 -3.4454
C17 -2.8917 4.2286 -2.4993
Br2 -4.0590 5.6571 -2.8379
C18 -2.9723 3.5233 -1.2591
C19 -3.8940 3.7775 -0.2214
C20 -3.8789 3.0010 0.9088
C21 -2.9260 1.9799 1.0287
N3 -2.0315 1.7339 0.0876
C22 -2.0644 2.4736 -1.0582
C23 -1.1283 2.0978 -2.0467
O3 -0.3186 1.0582 -1.7378
H13 -1.9162 4.4098 -4.3816
H14 -4.6114 4.5786 -0.3319
H15 -4.5821 3.1628 1.7111
H16 -2.8963 1.3572 1.9140
C24 2.6753 -0.2862 -2.6703
C25 2.7343 -1.3413 -1.5656
C26 3.3042 -0.7442 -0.2755
C27 3.6681 -2.4836 -1.9767
P1 1.0012 -1.8517 -1.0932
C28 1.2648 -3.1195 0.1850
C29 1.4927 -4.4593 -0.1360
C30 1.7649 -5.3877 0.8559
C31 1.8271 -4.9913 2.1843
C32 1.6250 -3.6602 2.5157
C33 1.3465 -2.7321 1.5233
C34 0.0901 -2.6564 -2.5417
C35 1.0412 -3.3969 -3.4919
C36 -0.6165 -1.5708 -3.3643
C37 -0.9601 -3.6600 -2.0523
H17 3.6849 0.0877 -2.8467
H18 2.0453 0.5611 -2.4067
H19 2.3096 -0.6989 -3.6104
H20 4.2065 -0.1791 -0.5145
H21 3.5668 -1.5207 0.4426
H22 2.6067 -0.0633 0.2152
H23 4.6881 -2.0985 -1.9191
H24 3.5109 -2.8269 -2.9947
H25 3.6144 -3.3340 -1.2979
H26 1.4644 -4.7926 -1.1638
H27 1.9361 -6.4202 0.5882
H28 2.0443 -5.7167 2.9551
H29 1.6937 -3.3405 3.5467
H30 1.2170 -1.6924 1.8032
H31 1.7283 -2.7239 -3.9988
H32 0.4290 -3.8713 -4.2604
H33 1.6181 -4.1814 -3.0055
H34 0.0666 -0.8021 -3.7219
H35 -1.4159 -1.0804 -2.8083
H36 -1.0707 -2.0502 -4.2328
H37 -0.5222 -4.5381 -1.5821
H38 -1.5198 -3.9978 -2.9257
H39 -1.6778 -3.2261 -1.3566
Br3 -5.8794 -1.0635 -1.7878
C38 -4.4152 -1.5880 -0.7466
C39 -4.4959 -2.6493 0.1468
C40 -3.3708 -2.9814 0.8834
C41 -2.2112 -2.2471 0.7211
N4 -2.1416 -1.2190 -0.1399
C42 -3.2232 -0.8957 -0.8637
H40 -5.4179 -3.2026 0.2564
H41 -3.3847 -3.8078 1.5791
H42 -1.3109 -2.4881 1.2678
H43 -3.1297 -0.0762 -1.5651

Properties
- energy relative to the best compared isomer or geometry (same formula, charge and spin) (kcal/mol) = 0.00
- expectation value of S² = 2.0185
- molecular weight (g mol⁻¹) = 1145.36
- E_LUMO (spin up / spin down) (eV) = -6.938 / -6.875
- multiplicity = 3
- charge = +2
- maximum force (eV/A) = 0.666
- HOMO-LUMO gap (spin up / spin down) (eV) = 6.4 / 6.8
- energy (eV) = -285716.6993

---

2.
DFT (the ωB97M-V functional and the def2-TZVPD basis) results for a molecular structure, C17H6AuBrN5O7.

Cartesian coordinates (Å):
Au1 -0.3300 0.5486 -0.6354
O1 2.8275 -1.7429 -1.5665
C1 1.8203 -1.4356 -0.9690
O2 0.9374 -0.6411 -1.5587
C2 1.5545 -2.0095 0.3953
C3 2.3977 -3.0462 0.7755
C4 2.2398 -3.6859 1.9863
C5 1.2327 -3.3135 2.8709
C6 0.4203 -2.2869 2.4948
C7 0.5299 -1.5798 1.2719
O3 -0.3235 -0.6326 1.0594
N1 -0.6518 -1.8634 3.4105
O4 -0.4044 -0.9528 4.1704
O5 -1.7029 -2.4665 3.3475
N2 3.1335 -4.7757 2.3542
O6 2.9544 -5.3162 3.4330
O7 4.0094 -5.0906 1.5710
H1 3.1820 -3.3460 0.0966
H2 1.1082 -3.8221 3.8158
N3 -1.5176 1.9134 0.1893
C8 -1.9292 2.5299 1.0850
C9 -2.4852 3.2711 2.0951
C10 -1.8170 4.4373 2.5492
N4 -1.2696 5.3833 2.9156
C11 -3.7385 2.8857 2.6368
N5 -4.7583 2.5827 3.0801
Br1 -0.9935 3.5035 -6.5603
C12 -0.7894 2.6845 -4.8587
C13 0.4831 2.4193 -4.3836
C14 0.6308 1.8235 -3.1382
C15 -0.4926 1.5101 -2.3912
C16 -1.7646 1.7828 -2.8706
C17 -1.9162 2.3674 -4.1222
H3 1.3508 2.6663 -4.9794
H4 1.6171 1.5738 -2.7723
H5 -2.6430 1.5458 -2.2859
H6 -2.9022 2.5783 -4.5124

Properties
- energy relative to the best compared isomer or geometry (same formula, charge and spin) (kcal/mol) = 0.00
- molecular weight (g mol⁻¹) = 669.13
- E_LUMO (eV) = 1.668
- multiplicity = 1
- charge = -1
- maximum force (eV/A) = 0.383
- HOMO-LUMO gap (eV) = 8.1
- energy (eV) = -113239.5717

---

3.
DFT (the ωB97M-V functional and the def2-TZVPD basis) results for a single C6H8ClNO2 molecule.

Cartesian coordinates (Å):
C1 -0.6559 -3.3921 1.9146
C2 0.5749 -2.5835 1.7936
C3 0.5137 -1.8677 0.7246
C4 1.4782 -0.8036 0.5563
N1 2.2785 -0.3283 1.3663
O1 3.0687 0.7629 1.1720
O2 1.2806 -0.4163 -0.9766
C5 1.0044 0.8156 -1.3037
C6 0.6752 1.7521 -0.4205
Cl1 0.7784 3.5041 -0.6596
H1 -1.2762 -2.9489 2.6918
H2 -1.3550 -3.1570 1.1156
H3 -0.4363 -4.4352 2.0419
H4 1.4322 -2.8268 2.5126
H5 -0.4958 -1.9993 0.3485
H6 2.8058 1.6551 0.5199
H7 0.7427 0.6564 -2.3081
H8 0.3495 1.5551 0.6068

Properties
- energy relative to the best compared isomer or geometry (same formula, charge and spin) (kcal/mol) = 167.07
- molecular weight (g mol⁻¹) = 161.59
- SMILES = C/C=C/C(=N/O)O/C=C/Cl
- E_LUMO (eV) = 0.591
- multiplicity = 1
- charge = 0
- maximum force (eV/A) = 5.251
- HOMO-LUMO gap (eV) = 9.3
- energy (eV) = -24452.5244

---

4.
DFT (the ωB97M-V functional and the def2-TZVPD basis) results for a molecular structure, C18H29AsCuN7O.

Cartesian coordinates (Å):
Cu1 0.3897 -0.2023 0.2332
C1 0.9648 -0.9629 -2.7376
C2 1.5280 0.4562 -2.6165
N1 0.9118 1.2026 -1.5126
C3 -0.3901 1.7951 -1.8172
C4 -1.4980 0.7696 -1.7345
C5 -2.6082 0.7970 -2.5601
C6 -3.5895 -0.1686 -2.3842
C7 -3.4293 -1.1402 -1.4087
C8 -2.2914 -1.1096 -0.6177
C9 -2.0514 -2.1011 0.5036
N2 -0.6383 -2.2027 0.8462
C10 0.0887 -3.2575 0.1304
C11 0.2720 -2.8883 -1.3394
N3 0.9747 -1.6138 -1.4338
N4 -1.3701 -0.1629 -0.7857
H1 1.5518 -1.5100 -3.4821
H2 -0.0644 -0.9401 -3.1021
H3 1.3948 0.9722 -3.5731
H4 2.5968 0.4006 -2.4099
H5 1.5475 1.9215 -1.1905
H6 -0.4167 2.2842 -2.7961
H7 -0.5924 2.5595 -1.0615
H8 -2.6985 1.5522 -3.3293
H9 -4.4707 -0.1710 -3.0124
H10 -4.1719 -1.9140 -1.2647
H11 -2.4790 -3.0700 0.2255
H12 -2.6056 -1.7526 1.3792
H13 -0.5121 -2.3050 1.8440
H14 -0.4238 -4.2227 0.1968
H15 1.0687 -3.3560 0.5994
H16 -0.6993 -2.7823 -1.8293
H17 0.8007 -3.6997 -1.8485
H18 1.9205 -1.7165 -1.0840
N5 4.2427 -0.2100 -0.2141
C12 3.3320 -0.0259 0.7885
O1 2.2623 -0.7242 0.7662
C13 3.6414 0.9287 1.7753
C14 4.8183 1.7072 1.6919
N6 5.7920 2.3095 1.5521
C15 2.7687 1.0200 2.8721
N7 2.0031 1.0473 3.7360
H19 4.2089 -1.0682 -0.7358
H20 5.1608 0.1910 -0.0929
C16 -0.2226 3.1397 2.5171
As1 -0.6679 1.3301 1.9473
C17 -1.1438 0.4068 3.5903
C18 -2.5031 1.7575 1.3723
H21 -1.1313 3.6465 2.8359
H22 0.2249 3.6909 1.6913
H23 0.4893 3.0979 3.3362
H24 -1.4608 1.1390 4.3308
H25 -0.2848 -0.1332 3.9776
H26 -1.9663 -0.2814 3.3941
H27 -3.0376 2.1281 2.2462
H28 -3.0373 0.8965 0.9773
H29 -2.4991 2.5447 0.6176

Properties
- expectation value of S² = 0.7533
- molecular weight (g mol⁻¹) = 497.95
- E_LUMO (spin up / spin down) (eV) = -3.026 / -4.095
- multiplicity = 2
- charge = +1
- maximum force (eV/A) = 0.643
- HOMO-LUMO gap (spin up / spin down) (eV) = 7.5 / 6.5
- energy (eV) = -137088.3314